No. 1
Density functional theory data (ωB97M-V/def2-TZVPD) for C36H32CdF3N3O6PS3 as an isolated structure.

Element x y z (Å)
1 Cd -0.60 -1.65 -0.06
2 O 1.68 -1.88 3.66
3 S 1.42 -1.29 2.37
4 O -0.02 -1.06 2.10
5 O 2.04 -1.99 1.24
6 C 2.11 0.35 2.41
7 C 2.56 0.83 3.63
8 C 3.03 2.13 3.72
9 C 3.04 2.94 2.60
10 C 2.60 2.44 1.38
11 C 2.13 1.14 1.25
12 P 1.54 0.48 -0.37
13 C 1.30 2.05 -1.28
14 C 0.13 2.76 -1.02
15 C -0.11 3.96 -1.66
16 C 0.80 4.46 -2.59
17 C 1.95 3.75 -2.86
18 C 2.21 2.55 -2.21
19 C 3.10 -0.16 -1.08
20 C 3.00 -0.85 -2.29
21 C 4.13 -1.39 -2.88
22 C 5.37 -1.25 -2.28
23 C 5.48 -0.57 -1.07
24 C 4.35 -0.03 -0.48
25 H 2.52 0.18 4.49
26 H 3.37 2.51 4.68
27 H 3.41 3.96 2.66
28 H 2.63 3.09 0.51
29 H -0.60 2.36 -0.33
30 H -1.03 4.50 -1.45
31 H 0.60 5.40 -3.10
32 H 2.67 4.12 -3.59
33 H 3.12 2.00 -2.43
34 H 2.02 -0.97 -2.75
35 H 4.03 -1.92 -3.82
36 H 6.25 -1.68 -2.74
37 H 6.44 -0.47 -0.59
38 H 4.44 0.49 0.47
39 F -2.78 -3.32 -4.22
40 C -3.22 -2.23 -3.57
41 F -3.49 -2.58 -2.31
42 F -4.42 -1.93 -4.15
43 C -2.27 -1.06 -3.68
44 C -2.73 0.12 -4.23
45 C -1.87 1.19 -4.34
46 C -0.57 1.02 -3.91
47 N -0.12 -0.10 -3.36
48 C -0.95 -1.14 -3.21
49 S -0.32 -2.56 -2.37
50 H -3.76 0.20 -4.55
51 H -2.19 2.14 -4.75
52 H 0.15 1.83 -4.00
53 C -2.88 4.83 3.73
54 C -2.95 3.65 2.80
55 C -3.91 3.58 1.80
56 C -3.97 2.48 0.95
57 C -3.08 1.44 1.11
58 C -2.12 1.48 2.12
59 C -2.06 2.58 2.95
60 S -3.05 0.10 -0.06
61 O -4.31 0.14 -0.77
62 O -2.80 -1.12 0.72
63 O -1.86 0.38 -0.88
64 H -3.32 5.72 3.27
65 H -1.85 5.06 4.01
66 H -3.43 4.63 4.66
67 H -4.61 4.40 1.68
68 H -4.71 2.42 0.17
69 H -1.43 0.66 2.24
70 H -1.30 2.62 3.72
71 C 1.26 -6.30 2.67
72 C 0.18 -5.53 1.99
73 C -1.16 -5.81 1.78
74 C -1.68 -4.69 1.10
75 N -0.72 -3.80 0.91
76 N 0.40 -4.33 1.45
77 C -3.07 -4.42 0.65
78 H 0.86 -7.24 3.06
79 H 1.67 -5.73 3.51
80 H 2.07 -6.53 1.99
81 H -1.69 -6.70 2.09
82 H 1.25 -3.77 1.42
83 H -3.53 -5.32 0.24
84 H -3.08 -3.64 -0.10
85 H -3.69 -4.08 1.48

Properties
LUMO energy = 2.5 eV
charge = -1
orbital gap = 0.288 Eh
HOMO level = -5.384 eV
molecular weight = 899.2 g mol⁻¹

***

No. 2
Density functional theory data (ωB97M-V/def2-TZVPD) for C36H32Cl2N7O4S6Ta as an isolated structure.

Element x y z (Å)
1 Ta -1.17 1.05 -1.13
2 N -0.36 1.84 -5.50
3 C -0.68 1.18 -4.37
4 S -2.07 1.72 -3.45
5 N 0.03 0.16 -4.00
6 N -0.61 -0.39 -2.89
7 C -0.96 -1.60 -3.00
8 C -1.95 -2.12 -2.07
9 C -2.24 -3.47 -1.97
10 C -3.29 -3.86 -1.15
11 C -4.00 -2.88 -0.47
12 C -3.62 -1.56 -0.62
13 N -2.63 -1.17 -1.41
14 H -0.81 2.71 -5.71
15 H 0.46 1.57 -6.02
16 H -0.65 -2.17 -3.87
17 H -1.66 -4.19 -2.52
18 H -3.54 -4.91 -1.04
19 H -4.82 -3.13 0.18
20 H -4.14 -0.78 -0.08
21 C 3.51 -2.75 -0.24
22 C 3.36 -1.61 0.77
23 N 3.44 -0.29 0.16
24 C 4.76 0.35 0.07
25 C 5.43 0.18 -1.29
26 C 2.37 0.29 -0.39
27 S 0.87 -0.54 -0.31
28 N 2.63 1.48 -0.97
29 C 1.77 2.13 -1.71
30 O 0.53 1.83 -1.89
31 C 2.27 3.29 -2.48
32 C 3.61 3.68 -2.39
33 C 4.08 4.75 -3.13
34 C 3.22 5.43 -3.97
35 C 1.89 5.05 -4.08
36 C 1.41 3.98 -3.34
37 H 3.42 -3.71 0.27
38 H 4.48 -2.71 -0.73
39 H 2.72 -2.68 -0.99
40 H 4.15 -1.67 1.52
41 H 2.41 -1.70 1.30
42 H 5.37 -0.10 0.85
43 H 4.64 1.40 0.30
44 H 5.60 -0.87 -1.52
45 H 6.40 0.69 -1.28
46 H 4.82 0.62 -2.07
47 H 4.27 3.13 -1.72
48 H 5.11 5.05 -3.05
49 H 3.58 6.27 -4.55
50 H 1.21 5.59 -4.73
51 H 0.38 3.68 -3.40
52 O -5.22 6.46 1.17
53 C -4.55 5.56 0.74
54 S -5.14 3.89 0.57
55 C -3.66 3.25 -0.11
56 C -2.63 4.09 -0.28
57 S -1.14 3.58 -0.98
58 S -2.87 5.75 0.19
59 S -3.56 1.57 -0.56
60 Cl 1.24 -1.96 6.20
61 C 1.14 -2.76 4.66
62 C 2.26 -3.43 4.20
63 C 2.21 -4.08 2.98
64 C 1.05 -4.04 2.24
65 C -0.08 -3.37 2.71
66 Cl -1.49 -3.43 1.70
67 C -0.08 -2.71 3.95
68 N -1.15 -2.09 4.55
69 C -2.41 -1.69 4.00
70 C -3.53 -2.47 4.28
71 C -4.78 -2.10 3.82
72 C -4.91 -0.93 3.09
73 C -3.81 -0.14 2.83
74 C -2.54 -0.51 3.28
75 C -1.36 0.36 2.95
76 C -1.23 0.59 1.47
77 O -0.69 1.63 1.00
78 O -1.66 -0.25 0.63
79 H 3.15 -3.44 4.81
80 H 3.08 -4.62 2.62
81 H 0.98 -4.53 1.28
82 H -0.94 -1.71 5.46
83 H -3.39 -3.38 4.85
84 H -5.64 -2.71 4.04
85 H -5.89 -0.62 2.73
86 H -3.91 0.77 2.25
87 H -0.42 -0.09 3.28
88 H -1.43 1.34 3.43

Properties
LUMO energy = -0.7 eV
orbital gap = 0.219 Eh
HOMO level = -6.646 eV
molecular weight = 1071.0 g mol⁻¹

***

No. 3
Density functional theory data (ωB97M-V/def2-TZVPD) for C36H32CuN2O3P2STe as an isolated structure.

Element x y z (Å)
1 Cu -0.96 1.41 1.74
2 C 2.05 1.73 2.57
3 P 1.76 1.07 0.85
4 C 2.38 2.36 -0.28
5 C 2.63 3.67 0.10
6 C 2.94 4.63 -0.86
7 C 3.01 4.29 -2.20
8 C 2.75 2.98 -2.59
9 C 2.44 2.03 -1.64
10 C 3.15 -0.14 0.84
11 C 2.89 -1.38 1.41
12 C 3.90 -2.34 1.51
13 C 5.17 -2.06 1.03
14 C 5.43 -0.82 0.46
15 C 4.43 0.13 0.37
16 C 1.37 0.75 3.47
17 C 1.82 -0.17 4.40
18 C 0.73 -1.04 4.67
19 C -0.32 -0.60 3.88
20 C -1.69 -1.16 3.62
21 P -2.27 -0.59 1.94
22 C -2.37 -2.09 0.89
23 C -1.80 -3.32 1.22
24 C -1.82 -4.37 0.31
25 C -2.41 -4.20 -0.93
26 C -2.97 -2.98 -1.27
27 C -2.94 -1.93 -0.37
28 C -4.05 -0.27 2.28
29 C -4.44 1.05 2.50
30 C -5.75 1.35 2.81
31 C -6.70 0.34 2.90
32 C -6.32 -0.98 2.68
33 C -5.00 -1.28 2.37
34 N 0.07 0.49 3.18
35 H 1.59 2.71 2.65
36 H 3.13 1.81 2.78
37 H 2.56 3.96 1.13
38 H 3.12 5.65 -0.55
39 H 3.23 5.04 -2.94
40 H 2.77 2.70 -3.63
41 H 2.21 1.01 -1.96
42 H 1.90 -1.60 1.78
43 H 3.68 -3.30 1.96
44 H 5.95 -2.81 1.10
45 H 6.42 -0.60 0.08
46 H 4.65 1.10 -0.08
47 H 2.82 -0.24 4.80
48 H 0.72 -1.89 5.33
49 H -2.45 -0.81 4.34
50 H -1.68 -2.25 3.68
51 H -1.30 -3.46 2.17
52 H -1.36 -5.31 0.57
53 H -2.42 -5.01 -1.65
54 H -3.40 -2.82 -2.26
55 H -3.33 -0.96 -0.66
56 H -3.71 1.85 2.40
57 H -6.04 2.38 2.96
58 H -7.73 0.58 3.13
59 H -7.05 -1.77 2.74
60 H -4.71 -2.31 2.19
61 N -0.95 0.59 -1.70
62 C -0.40 0.49 -2.98
63 C -0.58 1.49 -3.93
64 C -0.06 1.36 -5.20
65 C 0.66 0.24 -5.57
66 C 0.84 -0.77 -4.63
67 C 0.32 -0.65 -3.35
68 S 1.39 0.11 -7.20
69 O 2.70 0.75 -7.08
70 O 1.48 -1.33 -7.47
71 O 0.47 0.82 -8.08
72 H -1.09 1.54 -1.37
73 H -0.45 0.07 -0.99
74 H -1.13 2.39 -3.65
75 H -0.21 2.14 -5.94
76 H 1.38 -1.66 -4.92
77 H 0.46 -1.45 -2.63
78 Te -1.51 3.66 0.77

Properties
LUMO energy (alpha / beta) = 3.9 / 3.4 eV
charge = -2
<S²> = 0.756
orbital gap (alpha / beta) = 0.242 / 0.213 Eh
spin multiplicity = 2
HOMO level (alpha / beta) = -2.688 / -2.419 eV
molecular weight = 825.8 g mol⁻¹

***

No. 4
Density functional theory data (ωB97M-V/def2-TZVPD) for C36H32F6MoN3O2S2SbTe as an isolated structure.

Element x y z (Å)
1 Mo -0.50 1.54 -0.23
2 C 2.04 -4.90 0.96
3 C 1.63 -3.55 0.46
4 C 2.50 -2.77 -0.31
5 C 2.16 -1.50 -0.77
6 C 3.13 -0.57 -1.47
7 O 3.05 0.63 -1.21
8 C 4.14 -1.12 -2.37
9 C 5.30 -0.37 -2.59
10 C 6.27 -0.85 -3.45
11 C 6.09 -2.06 -4.10
12 C 4.92 -2.80 -3.90
13 C 3.96 -2.34 -3.03
14 C 0.90 -1.02 -0.43
15 O 0.52 0.20 -0.85
16 C -0.02 -1.75 0.34
17 C 0.38 -3.02 0.77
18 C -1.32 -1.21 0.72
19 N -1.62 0.07 0.55
20 C -2.97 0.62 0.88
21 C -4.06 0.21 -0.08
22 Te -3.76 0.64 -2.17
23 C -3.03 -1.28 -2.65
24 C -4.00 -2.26 -2.79
25 C -3.60 -3.55 -3.13
26 C -2.25 -3.82 -3.33
27 C -1.30 -2.82 -3.20
28 C -1.69 -1.53 -2.86
29 C -2.31 -2.13 1.31
30 C -2.78 -3.19 0.52
31 C -3.71 -4.07 1.05
32 C -4.15 -3.92 2.36
33 C -3.65 -2.89 3.15
34 C -2.74 -1.99 2.63
35 H 3.04 -5.16 0.64
36 H 1.35 -5.67 0.60
37 H 2.01 -4.92 2.05
38 H 3.50 -3.14 -0.51
39 H 5.43 0.58 -2.08
40 H 7.18 -0.28 -3.61
41 H 6.85 -2.43 -4.77
42 H 4.78 -3.73 -4.43
43 H 3.04 -2.90 -2.90
44 H -0.29 -3.60 1.39
45 H -2.89 1.70 0.92
46 H -3.25 0.29 1.88
47 H -4.98 0.73 0.18
48 H -4.24 -0.87 -0.07
49 H -5.06 -2.06 -2.66
50 H -4.34 -4.33 -3.26
51 H -1.95 -4.82 -3.61
52 H -0.26 -3.03 -3.39
53 H -0.96 -0.73 -2.81
54 H -2.42 -3.31 -0.49
55 H -4.09 -4.88 0.44
56 H -4.87 -4.61 2.77
57 H -3.97 -2.79 4.18
58 H -2.33 -1.20 3.26
59 N 1.47 2.77 -0.42
60 C 1.42 3.00 0.97
61 S 0.90 1.58 1.81
62 N 1.58 4.19 1.45
63 C 1.46 4.72 2.78
64 C 1.52 3.95 3.93
65 C 1.40 4.58 5.16
66 C 1.24 5.96 5.23
67 C 1.21 6.72 4.07
68 C 1.32 6.10 2.84
69 H 2.03 1.93 -0.69
70 H 1.63 3.58 -1.02
71 H 1.78 4.92 0.77
72 H 1.68 2.88 3.90
73 H 1.46 3.99 6.06
74 H 1.16 6.44 6.20
75 H 1.10 7.80 4.13
76 H 1.29 6.70 1.93
77 F -1.23 3.19 0.40
78 Sb -1.92 5.57 -0.27
79 F -1.75 4.93 -2.02
80 F -3.46 4.51 -0.12
81 F -2.42 7.28 -0.67
82 F -1.86 5.72 1.57
83 F -0.04 5.56 -0.27
84 S -1.76 1.91 -2.22

Properties
LUMO energy (alpha / beta) = -11.0 / -11.3 eV
charge = +3
<S²> = 0.768
orbital gap (alpha / beta) = 0.185 / 0.175 Eh
spin multiplicity = 2
HOMO level (alpha / beta) = -16.048 / -16.043 eV
molecular weight = 1062.1 g mol⁻¹

***

No. 5
Density functional theory data (ωB97M-V/def2-TZVPD) for C36H32N4S3Y as an isolated structure.

Element x y z (Å)
1 Y -0.22 0.81 -0.14
2 C -0.36 -1.23 3.87
3 C 0.44 -1.84 2.74
4 C -0.13 -2.71 1.81
5 C -1.53 -3.25 1.98
6 C 0.63 -3.16 0.72
7 C 0.03 -4.17 -0.24
8 C 1.92 -2.67 0.52
9 C 2.67 -2.97 -0.75
10 C 2.53 -1.90 1.52
11 C 3.98 -1.50 1.35
12 C 1.80 -1.51 2.65
13 C 2.43 -0.71 3.76
14 H -0.20 -1.75 4.82
15 H -1.43 -1.24 3.67
16 H -0.08 -0.19 4.01
17 H -2.10 -3.18 1.05
18 H -2.09 -2.74 2.75
19 H -1.50 -4.31 2.25
20 H -0.53 -3.69 -1.04
21 H -0.65 -4.84 0.28
22 H 0.80 -4.79 -0.69
23 H 3.50 -3.68 -0.60
24 H 3.11 -2.06 -1.16
25 H 2.02 -3.37 -1.52
26 H 4.18 -1.16 0.33
27 H 4.64 -2.35 1.54
28 H 4.26 -0.67 2.00
29 H 2.27 0.37 3.60
30 H 3.51 -0.87 3.82
31 H 2.00 -0.97 4.72
32 S -2.62 -2.40 -2.74
33 C -1.10 -2.23 -3.51
34 C -0.23 -1.50 -2.76
35 C -0.76 -1.03 -1.51
36 C -2.06 -1.45 -1.39
37 C -2.96 -1.08 -0.30
38 C -4.29 -1.49 -0.22
39 C -5.07 -1.09 0.84
40 C -4.52 -0.28 1.82
41 C -3.20 0.10 1.68
42 N -2.44 -0.29 0.66
43 H -0.94 -2.68 -4.48
44 H 0.77 -1.28 -3.11
45 H -4.70 -2.12 -1.00
46 H -6.11 -1.40 0.90
47 H -5.10 0.07 2.67
48 H -2.72 0.75 2.41
49 S -0.84 2.56 1.89
50 C 0.67 3.42 2.08
51 C 0.57 4.70 2.74
52 N 0.47 5.73 3.25
53 C 1.90 2.99 1.69
54 S 2.27 1.46 0.94
55 C 3.05 3.83 1.95
56 N 3.97 4.48 2.16
57 C 3.49 2.59 -2.68
58 C 2.88 3.79 -3.06
59 C 1.51 3.88 -3.05
60 C 0.75 2.77 -2.66
61 N 1.34 1.64 -2.23
62 C 2.67 1.57 -2.25
63 C -0.74 2.80 -2.68
64 C -1.38 3.47 -3.73
65 C -2.76 3.51 -3.77
66 C -3.49 2.90 -2.76
67 C -2.83 2.24 -1.73
68 C -1.43 2.15 -1.65
69 H 4.56 2.48 -2.66
70 H 3.49 4.64 -3.34
71 H 1.00 4.80 -3.32
72 H 3.10 0.64 -1.88
73 H -0.79 3.93 -4.52
74 H -3.26 4.01 -4.59
75 H -4.57 2.93 -2.78
76 H -3.44 1.78 -0.96

Properties
LUMO energy = 2.2 eV
charge = -1
orbital gap = 0.246 Eh
HOMO level = -4.456 eV
molecular weight = 705.8 g mol⁻¹

***

No. 6
Density functional theory data (ωB97M-V/def2-TZVPD) for C36H33As2F2MnO6S as an isolated structure.

Element x y z (Å)
1 Mn -0.19 -0.38 0.18
2 C 2.94 -1.19 2.01
3 C 1.84 -1.98 2.71
4 As 0.11 -1.10 2.48
5 C -1.11 -2.44 3.17
6 C -2.32 -2.62 2.52
7 C -3.24 -3.55 3.00
8 C -2.95 -4.29 4.14
9 C -1.74 -4.10 4.80
10 C -0.83 -3.18 4.32
11 C 0.06 0.10 4.02
12 C -1.18 0.49 4.51
13 C -1.27 1.38 5.57
14 C -0.12 1.90 6.15
15 C 1.12 1.52 5.66
16 C 1.21 0.63 4.60
17 As 2.60 -0.93 0.09
18 C 4.28 -0.03 -0.30
19 C 5.22 -0.53 -1.20
20 C 6.38 0.19 -1.47
21 C 6.60 1.41 -0.86
22 C 5.66 1.92 0.03
23 C 4.50 1.21 0.30
24 C 3.01 -2.71 -0.61
25 C 3.73 -3.67 0.08
26 C 3.97 -4.91 -0.49
27 C 3.51 -5.19 -1.77
28 C 2.79 -4.23 -2.47
29 C 2.54 -2.99 -1.89
30 H 3.92 -1.64 2.16
31 H 3.01 -0.17 2.40
32 H 2.06 -2.12 3.77
33 H 1.71 -2.97 2.26
34 H -2.53 -2.06 1.62
35 H -4.18 -3.70 2.48
36 H -3.66 -5.01 4.51
37 H -1.51 -4.68 5.69
38 H 0.11 -3.03 4.84
39 H -2.09 0.09 4.07
40 H -2.25 1.67 5.94
41 H -0.20 2.60 6.97
42 H 2.02 1.93 6.10
43 H 2.19 0.35 4.24
44 H 5.05 -1.49 -1.68
45 H 7.10 -0.22 -2.17
46 H 7.51 1.97 -1.08
47 H 5.82 2.88 0.49
48 H 3.76 1.64 0.96
49 H 4.11 -3.47 1.08
50 H 4.53 -5.66 0.06
51 H 3.70 -6.16 -2.22
52 H 2.42 -4.44 -3.46
53 H 1.97 -2.25 -2.43
54 O 0.12 4.81 -2.99
55 C 0.12 3.78 -2.37
56 C 0.56 3.59 -0.92
57 O 0.97 4.47 -0.18
58 C 0.36 2.16 -0.63
59 C -0.06 1.49 -1.79
60 O -0.28 0.22 -1.77
61 C -0.34 2.42 -2.87
62 O -0.89 2.19 -3.94
63 O 0.50 1.54 0.48
64 F 0.04 -3.36 0.38
65 C -0.50 -2.32 -0.43
66 F -1.85 -2.71 -0.59
67 H -0.07 -2.51 -1.42
68 O -2.18 0.11 0.36
69 S -2.88 0.90 -0.75
70 C -4.64 0.67 -0.35
71 C -5.16 -0.47 -1.22
72 C -4.45 -0.30 -2.56
73 C -2.97 -0.16 -2.22
74 H -5.14 1.61 -0.55
75 H -4.66 0.47 0.72
76 H -6.25 -0.42 -1.32
77 H -4.90 -1.43 -0.78
78 H -4.82 0.59 -3.07
79 H -4.61 -1.15 -3.23
80 H -2.34 0.28 -2.99
81 H -2.53 -1.10 -1.89

Properties
LUMO energy (alpha / beta) = 2.4 / 2.4 eV
charge = -1
<S²> = 0.866
orbital gap (alpha / beta) = 0.236 / 0.234 Eh
spin multiplicity = 2
HOMO level (alpha / beta) = -4.031 / -3.987 eV
molecular weight = 836.5 g mol⁻¹

***

Electronic energy (computed, eV): -109124.757 -148085.730 -128323.692 -100057.352 -77365.250 -219420.188
ΔE to the lowest compared entry with this formula, charge and spin (computed, eV): 0.000 1.318 0.000 0.000 0.000 0.000